1.
Computed, not measured: C9H7N3OS in the gas phase, with the ωB97M-V functional and the def2-TZVPD basis.

ORCA input file:
```
! wB97M-V def2-TZVPD RIJCOSX def2/J DEFGRID3
* xyz 0 1
C -4.15 -1.97 0.08
C -1.47 -1.13 0.07
H 4.40 2.87 -0.44
S 2.05 2.30 -1.01
C -0.03 -0.76 0.03
H -0.54 1.27 -0.05
N 3.60 1.45 0.83
H -3.45 -3.73 -0.95
H -1.05 -2.97 -0.96
H -5.18 -2.28 0.09
C 3.56 2.27 -0.17
C 1.51 1.14 0.16
C -3.78 -0.75 0.68
N 0.22 0.61 0.12
C -3.16 -2.76 -0.51
C -1.83 -2.35 -0.50
C -2.45 -0.34 0.67
O 0.87 -1.58 -0.09
H -4.53 -0.13 1.15
N 2.40 0.80 1.03
H -2.17 0.58 1.18
*
```

Computed properties:
SMILES: O=C(Nc1nncs1)c1ccccc1
Kohn-Sham gap (eV): 9.903

natural (NBO) atomic charge list, values in e, 6 entries: atom 1 (C): -0.19, atom 2 (C): -0.10, atom 3 (H): 0.23, atom 4 (S): 0.36, atom 5 (C): 0.66, atom 6 (H): 0.41

2.
Computed, not measured: C9H7NS in the gas phase, with the ωB97M-V functional and the def2-TZVPD basis.

ORCA input file:
```
! wB97M-V def2-TZVPD RIJCOSX def2/J DEFGRID3
* xyz 0 1
C -1.54 -0.14 -0.38
H 0.01 2.32 0.43
C -2.64 0.63 0.18
C 2.06 -0.87 -0.09
C 0.72 -0.90 -0.29
S -2.22 -3.30 -1.25
H 2.26 2.26 1.02
N 0.22 -2.11 -0.74
H -3.56 0.09 0.30
H 2.64 -1.60 -0.45
C 1.81 1.38 0.48
H -2.61 1.14 1.13
H -2.82 1.40 -0.52
C 0.43 1.38 0.32
C 2.64 0.29 0.36
C -0.94 -2.52 -0.97
H 3.72 0.41 0.45
C -0.20 0.13 0.03
*
```

Computed properties:
Kohn-Sham gap (spin up / spin down) (eV): 6.812 / 6.739

natural (NBO) atomic charge list, values in e, 6 entries: atom 1 (C): 0.18, atom 2 (H): 0.22, atom 3 (C): -0.77, atom 4 (C): -0.22, atom 5 (C): 0.23, atom 6 (S): 0.10

3.
Computed, not measured: 2 unconnected molecules or ions with the total composition C9H7OPS2, with the ωB97M-V functional and the def2-TZVPD basis.

ORCA input file:
```
! wB97M-V def2-TZVPD RIJCOSX def2/J DEFGRID3
* xyz 0 1
C -2.66 -2.95 0.05
C -2.06 -0.52 0.10
H -3.17 -4.00 0.37
H -0.10 3.17 -1.78
O 2.50 -0.86 1.27
C -0.76 1.31 -0.90
S -3.18 -1.52 0.97
C -1.65 3.36 -0.18
C -1.36 -1.22 -0.87
H 0.65 0.31 0.90
P -0.13 -0.17 -1.65
H -1.19 -3.36 -1.58
H 3.02 -0.08 1.39
S -2.60 2.23 0.75
C -1.75 0.92 0.05
H 0.69 -1.42 0.77
C 1.21 -0.55 0.88
C -1.71 -2.64 -0.87
H -1.85 4.44 0.00
C -0.73 2.77 -0.97
*
```

Computed properties:
Kohn-Sham gap (spin up / spin down) (eV): 7.559 / 6.372

natural (NBO) atomic charge list, values in e, 6 entries: atom 1 (C): -0.39, atom 2 (C): -0.24, atom 3 (H): 0.26, atom 4 (H): 0.24, atom 5 (O): -0.65, atom 6 (C): -0.45

4.
Computed, not measured: C9H8ClFO2S in the gas phase, with the ωB97M-V functional and the def2-TZVPD basis.

ORCA input file:
```
! wB97M-V def2-TZVPD RIJCOSX def2/J DEFGRID3
* xyz 0 1
O 0.91 -1.01 -2.06
C 1.60 1.65 -0.06
C 0.20 -1.00 -1.09
C -0.46 0.26 -0.58
C -0.11 -2.23 -0.29
C -1.31 -2.35 0.25
S -2.67 1.47 0.54
H 2.25 -0.35 0.32
O -3.48 -1.44 0.06
H -2.61 1.30 1.88
Cl 1.13 -3.41 -0.16
H 2.38 1.71 -0.81
F 0.42 1.76 -2.12
C -2.28 -1.25 0.08
H 1.64 2.59 0.49
C 0.24 1.56 -0.75
C 1.93 0.51 0.90
H -0.38 2.38 -0.43
H 1.09 0.19 1.50
H -1.60 -3.23 0.81
H 2.76 0.75 1.55
C -1.67 0.12 -0.03
*
```

Computed properties:
SMILES: CC[C@@H](F)C1=C(S)C(=O)C=C(Cl)C1=O
Kohn-Sham gap (eV): 8.377

natural (NBO) atomic charge list, values in e, 6 entries: atom 1 (O): -0.46, atom 2 (C): -0.44, atom 3 (C): 0.49, atom 4 (C): -0.07, atom 5 (C): -0.08, atom 6 (C): -0.27

5.
Computed, not measured: 2 unconnected molecules or ions with the total composition C9H8ClNO, with the ωB97M-V functional and the def2-TZVPD basis.

ORCA input file:
```
! wB97M-V def2-TZVPD RIJCOSX def2/J DEFGRID3
* xyz 0 3
C -0.67 3.25 0.51
H 1.14 -3.39 0.61
C 0.23 -0.22 0.78
C 0.86 0.23 -0.32
C 1.74 -0.69 -0.96
H -0.51 4.31 0.48
H -1.88 1.14 2.83
H -0.82 -1.28 -2.23
O -1.28 0.43 2.53
H -0.27 -1.87 2.00
H 0.63 1.24 -0.59
C -0.61 2.09 0.89
H -0.09 0.38 -2.89
C 0.96 -2.38 0.31
C -0.59 0.76 1.48
C 0.23 -1.55 1.08
C -0.84 -0.23 -2.40
H 2.21 -0.49 -1.93
Cl -2.23 0.22 -1.49
N 1.79 -1.95 -0.67
*
```

Computed properties:
Kohn-Sham gap (spin up / spin down) (eV): 7.436 / 8.649
Expectation value of S²: 2.0275

natural (NBO) atomic charge list, values in e, 6 entries: atom 1 (C): -0.22, atom 2 (H): 0.20, atom 3 (C): -0.10, atom 4 (C): -0.23, atom 5 (C): 0.04, atom 6 (H): 0.24

6.
Computed, not measured: C9H8ClNO2 in the gas phase, with the ωB97M-V functional and the def2-TZVPD basis.

ORCA input file:
```
! wB97M-V def2-TZVPD RIJCOSX def2/J DEFGRID3
* xyz 0 1
C -0.24 0.83 0.64
C 0.77 1.78 0.17
H -1.40 2.29 1.71
H -3.04 0.51 2.51
H 2.34 2.10 -1.28
C -0.14 -0.53 0.29
C -2.23 0.29 1.84
Cl -3.17 -2.26 2.13
H 1.78 -1.36 0.10
N -1.06 -1.45 0.68
C 1.68 0.05 -1.46
H 0.62 -0.79 -2.74
C 1.01 -1.01 -0.58
O 0.48 -2.07 -1.42
C -2.10 -1.04 1.42
O 0.98 0.11 -2.67
C 1.66 1.39 -0.82
C -1.30 1.23 1.45
H 0.79 2.80 0.53
H -0.13 -2.59 -0.88
H 2.71 -0.26 -1.61
*
```

Computed properties:
SMILES: O[C@@H]1c2nc(Cl)ccc2C=C[C@@H]1O
Kohn-Sham gap (eV): 8.888

natural (NBO) atomic charge list, values in e, 6 entries: atom 1 (C): -0.11, atom 2 (C): -0.20, atom 3 (H): 0.23, atom 4 (H): 0.23, atom 5 (H): 0.21, atom 6 (C): 0.23

7.
Computed, not measured: C9H8ClNOS in the gas phase, with the ωB97M-V functional and the def2-TZVPD basis.

ORCA input file:
```
! wB97M-V def2-TZVPD RIJCOSX def2/J DEFGRID3
* xyz 0 1
C 1.77 -0.16 -1.78
H 1.29 -0.92 1.15
C 0.98 -0.85 -0.95
O 2.66 2.73 0.04
C -0.80 -0.78 0.75
S -1.39 -1.66 2.11
H -3.98 -0.82 -0.26
C -3.00 -1.62 1.48
H -1.65 0.03 -1.05
C 0.64 -0.39 0.44
C 2.06 1.63 -0.39
Cl -0.45 2.18 0.19
H 1.23 1.37 1.60
C 0.96 1.13 0.57
H 0.56 -1.80 -1.26
H -3.79 -2.09 2.02
C -1.81 -0.50 -0.13
H 2.02 -0.51 -2.77
C -3.07 -0.97 0.29
H 3.36 2.99 -0.58
N 2.40 1.04 -1.46
*
```

Computed properties:
SMILES: OC1=NC=C[C@H](c2cccs2)[C@@H]1Cl
Kohn-Sham gap (eV): 9.189

natural (NBO) atomic charge list, values in e, 6 entries: atom 1 (C): -0.03, atom 2 (H): 0.24, atom 3 (C): -0.22, atom 4 (O): -0.65, atom 5 (C): -0.21, atom 6 (S): 0.45

8.
Computed, not measured: a molecular structure, C9H8EuN2O4, with the ωB97M-V functional and the def2-TZVPD basis.

ORCA input file:
```
! wB97M-V def2-TZVPD RIJCOSX def2/J DEFGRID3
* xyz 3 7
C 0.54 0.62 2.46
C 0.03 2.72 -0.65
C -0.44 -1.18 3.51
C 0.04 -0.41 -3.28
H 0.98 1.58 -3.23
H -0.91 1.57 -3.23
C 0.04 0.96 -3.29
O -3.54 0.26 -0.81
H 0.61 0.40 4.66
N -0.06 -0.19 1.54
Eu 0.04 0.26 -0.61
C 0.29 0.01 3.72
O 0.03 3.87 -0.59
H 0.98 -1.03 -3.23
O 0.04 -3.35 -0.57
H 1.06 1.52 2.16
C 2.48 0.29 -0.86
C 0.06 -2.22 -0.78
O 3.62 0.27 -0.82
N -0.61 -1.24 2.16
H -0.85 -1.97 4.18
C -2.41 0.29 -0.88
H -0.90 -1.03 -3.23
H -1.08 -1.97 1.66
*
```

Computed properties:
Kohn-Sham gap (spin up / spin down) (eV): 6.140 / 7.197
Expectation value of S²: 12.0208

natural (NBO) atomic charge list, values in e, 6 entries: atom 1 (C): 0.01, atom 2 (C): 0.46, atom 3 (C): 0.10, atom 4 (C): -0.43, atom 5 (H): 0.26, atom 6 (H): 0.26

9.
Computed, not measured: C9H8F2N4 in the gas phase, with the ωB97M-V functional and the def2-TZVPD basis.

ORCA input file:
```
! wB97M-V def2-TZVPD RIJCOSX def2/J DEFGRID3
* xyz 0 1
H 1.71 -3.63 0.64
H 1.97 -2.27 1.76
F -0.41 3.18 1.61
F 2.39 2.28 0.92
N -0.04 2.31 -1.76
C 1.19 2.25 -1.14
C -1.97 -0.91 -0.27
N -1.83 -2.22 -0.41
H 2.05 2.36 -1.79
H -2.03 2.06 -1.65
H 2.51 -2.14 0.09
H -2.94 -0.50 -0.51
N 0.26 -0.65 0.46
H -2.02 1.61 0.76
C -1.07 1.39 0.26
C 1.30 2.19 0.18
C -0.65 -2.74 -0.11
N -0.01 1.93 1.09
C 1.73 -2.55 0.73
C 0.41 -1.96 0.35
H -0.56 -3.81 -0.24
C -1.08 1.95 -1.15
C -0.91 -0.12 0.16
*
```

Computed properties:
SMILES: Cc1cncc([C@@H]2C=NC=C(F)N2F)n1
Kohn-Sham gap (eV): 9.550

natural (NBO) atomic charge list, values in e, 6 entries: atom 1 (H): 0.22, atom 2 (H): 0.24, atom 3 (F): -0.26, atom 4 (F): -0.29, atom 5 (N): -0.40, atom 6 (C): -0.17

10.
Computed, not measured: 2 unconnected molecules or ions with the total composition C9H8F3N, with the ωB97M-V functional and the def2-TZVPD basis.

ORCA input file:
```
! wB97M-V def2-TZVPD RIJCOSX def2/J DEFGRID3
* xyz 0 1
H -1.33 1.63 1.36
F 0.21 2.36 3.00
H -2.08 0.88 -0.97
N -2.19 -1.50 2.56
H -1.63 -3.24 1.34
H 0.86 -1.41 -3.39
C 1.51 -0.43 -1.74
C -0.19 0.60 -0.17
C 1.21 0.02 -0.34
H -1.77 -0.68 -2.77
F 1.60 2.40 1.33
C -1.88 -2.40 1.89
C 0.63 1.68 1.96
C -0.45 1.29 0.98
C -1.18 0.32 -1.15
H 1.36 -0.87 0.33
C 0.47 -0.91 -2.46
C -0.92 -0.54 -2.17
H 2.51 -0.55 -2.15
F 1.37 0.67 2.54
H 1.88 0.69 0.03
*
```

Computed properties:
SMILES: FC(F)(F)/C=C1/C=CC=CC1.C#N
Kohn-Sham gap (eV): 8.036

natural (NBO) atomic charge list, values in e, 6 entries: atom 1 (H): 0.22, atom 2 (F): -0.31, atom 3 (H): 0.22, atom 4 (N): -0.30, atom 5 (H): 0.22, atom 6 (H): 0.22

11.
Computed, not measured: C9H8FIS in the gas phase, with the ωB97M-V functional and the def2-TZVPD basis.

ORCA input file:
```
! wB97M-V def2-TZVPD RIJCOSX def2/J DEFGRID3
* xyz 0 1
H 2.55 -3.26 0.10
H 3.18 -1.72 1.94
C 1.76 -0.11 1.21
I -4.38 -0.23 0.06
H -3.32 2.43 -0.26
H 1.74 0.59 2.06
C 1.04 -0.44 -1.07
C -2.30 -0.05 0.25
H -2.06 3.16 0.36
H 0.34 -0.13 -1.76
C -1.63 1.17 0.07
H 1.68 -2.28 -1.94
C 2.32 -1.41 1.19
C 2.26 -2.15 0.03
H -2.10 2.77 -1.31
C 1.61 -1.74 -1.07
S 0.32 1.91 0.02
F -1.76 -1.22 0.42
C 1.09 0.32 0.02
C -2.33 2.40 -0.33
*
```

Computed properties:
SMILES: C/C(Sc1ccccc1)=C(/F)I
Kohn-Sham gap (eV): 8.349

natural (NBO) atomic charge list, values in e, 6 entries: atom 1 (H): 0.22, atom 2 (H): 0.23, atom 3 (C): -0.20, atom 4 (I): 0.14, atom 5 (H): 0.22, atom 6 (H): 0.23

12.
Computed, not measured: C9H8IN in the gas phase, with the ωB97M-V functional and the def2-TZVPD basis.

ORCA input file:
```
! wB97M-V def2-TZVPD RIJCOSX def2/J DEFGRID3
* xyz 0 3
C 0.93 2.06 -0.55
H -1.71 -1.61 0.41
C -0.36 0.03 0.00
C 0.29 -0.02 2.38
H -0.83 -0.56 -3.79
H 0.87 0.70 -3.13
H 1.10 2.47 0.51
C -0.82 -0.38 -2.68
H -2.40 -1.78 -2.02
H 1.96 -0.83 3.41
C -1.69 -1.03 -1.68
I 1.56 3.53 -1.92
C 0.88 -0.78 3.53
N 0.05 -0.13 1.21
H 0.42 -1.87 3.41
H 0.67 -0.36 4.50
C 0.37 0.90 -0.96
C -1.46 -0.81 -0.35
C 0.16 0.48 -2.28
*
```

Computed properties:
Kohn-Sham gap (spin up / spin down) (eV): 6.085 / 7.400
Expectation value of S²: 2.0301

natural (NBO) atomic charge list, values in e, 6 entries: atom 1 (C): -0.31, atom 2 (H): 0.23, atom 3 (C): 0.22, atom 4 (C): 0.37, atom 5 (H): 0.22, atom 6 (H): 0.23

Going through the records in order, we get F_max values of 0.02528 0.08755 0.06569 0.02165 0.08858 0.06626 0.02762 0.13619 0.08024 0.06626 0.08109 0.07918 hartree/bohr.
Going through the records in order, we get total energy values of -26799.09848 -21767.22663 -42449.29488 -39631.35031 -25516.62950 -27569.72077 -36357.27959 -39927.13227 -20854.36640 -19102.67826 -31112.76070 -19048.11793 eV.